1.
155
Properties=species:S:1:pos:R:3:mulliken_charge:R:1 method="wB97M-V/def2-TZVPD" charge=+1 homo_ev=-10.02 gap_ev=6.80 total_energy_ev=-144603.970 lumo_energy_ev=-3.220 de_lowest_ev=0.160 fmax_ev_per_a=1.770
Ti -0.35 -0.01 0.19 -1.987
C 0.80 -2.51 5.88 -0.787
C 1.98 -2.35 4.93 -0.696
N 1.63 -2.60 3.52 1.075
C 1.86 -3.96 3.01 -0.751
C 0.64 -4.85 3.15 -1.161
C 1.08 -1.65 2.78 -0.391
S 0.81 -1.99 1.11 0.924
N 0.88 -0.48 3.44 0.327
C 0.24 0.57 3.04 -0.917
O -0.42 0.71 1.92 0.498
C 0.17 1.70 3.99 0.735
C 0.03 3.01 3.52 -0.531
C -0.01 4.06 4.41 -0.872
C 0.05 3.82 5.78 -0.770
C 0.18 2.52 6.25 -0.711
C 0.25 1.47 5.36 -0.361
H 1.11 -2.24 6.89 0.403
H 0.44 -3.54 5.91 0.323
H -0.02 -1.87 5.59 -0.139
H 2.77 -3.06 5.17 0.511
H 2.39 -1.34 5.00 0.446
H 2.71 -4.36 3.56 0.530
H 2.16 -3.88 1.97 0.055
H 0.39 -5.03 4.20 0.355
H 0.83 -5.81 2.68 0.500
H -0.23 -4.40 2.67 -0.016
H -0.03 3.19 2.46 0.373
H -0.11 5.08 4.04 0.494
H 0.00 4.65 6.48 0.407
H 0.23 2.33 7.32 0.481
H 0.37 0.45 5.72 0.344
S -3.31 -3.59 0.59 -0.421
C -3.10 -3.18 2.26 0.953
C -3.51 -3.90 3.38 -0.633
C -3.34 -3.32 4.62 -0.976
C -2.78 -2.04 4.74 -0.816
C -2.35 -1.34 3.63 0.240
C -2.49 -1.93 2.37 -1.064
N -2.16 -1.36 1.14 1.029
C -2.59 -2.09 0.16 0.184
C -2.49 -1.56 -1.21 0.622
C -3.28 -2.05 -2.24 -0.917
C -3.32 -1.39 -3.45 -1.692
C -2.55 -0.24 -3.62 -0.653
C -1.73 0.22 -2.60 1.191
C -1.69 -0.41 -1.36 1.346
H -3.98 -4.87 3.28 0.508
H -3.66 -3.84 5.51 0.454
H -2.69 -1.58 5.72 0.516
H -1.96 -0.33 3.72 0.314
H -3.90 -2.93 -2.08 0.490
H -3.95 -1.75 -4.25 0.439
H -2.57 0.29 -4.57 0.515
H -1.11 1.09 -2.78 -0.757
C -2.75 3.45 -4.12 -0.507
Si -3.84 3.77 -2.65 0.063
C -5.05 2.36 -2.49 -0.640
C -4.79 5.35 -2.91 -1.178
C -2.79 4.12 -1.11 -0.883
Te -1.87 2.70 0.20 -0.473
C -3.63 1.69 0.88 1.269
Si -4.65 2.51 2.24 -0.077
C -5.82 3.78 1.54 -0.973
C -5.62 1.12 3.04 -0.904
C -3.51 3.29 3.49 -0.696
H -3.37 3.36 -5.02 0.531
H -2.18 2.53 -4.02 -0.319
H -2.05 4.27 -4.29 0.324
H -5.70 2.37 -3.37 0.435
H -5.68 2.45 -1.61 0.283
H -4.55 1.39 -2.46 0.024
H -5.38 5.31 -3.83 0.323
H -4.12 6.21 -2.98 0.354
H -5.48 5.54 -2.08 0.290
H -3.37 4.73 -0.41 0.683
H -1.95 4.75 -1.43 0.730
H -3.27 0.74 1.27 -1.662
H -4.20 1.46 -0.02 0.383
H -6.60 3.31 0.93 0.304
H -5.31 4.51 0.92 0.260
H -6.32 4.31 2.35 0.396
H -6.26 0.63 2.32 0.306
H -6.25 1.50 3.85 0.399
H -4.94 0.37 3.46 0.138
H -3.06 4.20 3.10 0.258
H -2.70 2.61 3.75 0.013
H -4.05 3.54 4.41 0.496
O 1.04 -0.20 -1.28 1.483
O 1.13 0.89 -0.30 1.226
C 5.41 1.68 0.77 -1.907
C 4.03 1.03 0.74 1.597
C 3.09 1.66 1.76 -1.410
C 4.15 -0.47 0.91 -0.056
C 4.56 -1.01 2.13 0.088
C 4.76 -2.37 2.28 -1.597
C 4.53 -3.22 1.21 0.080
C 4.09 -2.74 -0.01 0.830
C 3.82 -3.71 -1.15 1.457
C 5.10 -4.40 -1.61 -1.716
C 2.76 -4.74 -0.77 -1.572
C 3.92 -1.35 -0.14 -0.452
N 3.53 -0.83 -1.41 0.666
B 2.30 -0.36 -1.93 -0.030
N 2.50 -0.07 -3.30 0.837
C 3.83 -0.37 -3.59 -1.348
C 4.44 -0.80 -2.48 -1.267
C 1.56 0.34 -4.30 -0.557
C 0.97 -0.65 -5.10 0.379
C 0.06 -0.26 -6.07 -0.402
C -0.28 1.08 -6.22 -1.403
C 0.31 2.04 -5.42 -0.319
C 1.26 1.70 -4.45 0.148
C 1.83 2.85 -3.63 0.505
C 0.89 3.19 -2.47 -0.339
C 3.27 2.75 -3.14 -1.858
C 1.33 -2.12 -4.91 1.211
C 1.14 -2.95 -6.17 -2.075
C 0.54 -2.75 -3.76 -0.500
H 5.33 2.75 0.58 0.439
H 6.07 1.25 0.02 0.423
H 5.88 1.55 1.75 0.386
H 3.60 1.22 -0.25 -1.114
H 3.36 1.39 2.79 0.290
H 2.06 1.35 1.59 -0.133
H 3.13 2.75 1.69 0.609
H 4.75 -0.34 2.96 0.580
H 5.11 -2.76 3.23 0.422
H 4.69 -4.29 1.34 0.503
H 3.43 -3.14 -2.00 -0.737
H 5.55 -4.97 -0.79 0.366
H 5.85 -3.68 -1.95 0.338
H 4.90 -5.09 -2.42 0.459
H 3.11 -5.39 0.04 0.336
H 2.54 -5.39 -1.62 0.544
H 1.83 -4.27 -0.45 0.159
H 4.23 -0.23 -4.58 0.488
H 5.47 -1.10 -2.33 0.669
H -0.40 -1.00 -6.71 0.300
H -1.00 1.38 -6.98 0.436
H 0.06 3.08 -5.56 0.477
H 1.81 3.70 -4.32 0.951
H -0.13 3.34 -2.81 -0.578
H 1.22 4.11 -1.97 0.688
H 0.90 2.39 -1.73 -0.387
H 3.60 3.74 -2.81 0.521
H 3.96 2.42 -3.91 0.361
H 3.37 2.08 -2.28 0.355
H 2.39 -2.16 -4.65 0.151
H 0.08 -3.09 -6.41 0.397
H 1.56 -3.95 -6.02 0.467
H 1.63 -2.50 -7.04 0.409
H -0.52 -2.82 -4.02 0.330
H 0.60 -2.18 -2.83 -0.558
H 0.90 -3.76 -3.56 0.446

2.
178
Properties=species:S:1:pos:R:3:mulliken_charge:R:1 method="wB97M-V/def2-TZVPD" charge=-1 homo_ev=-4.01 gap_ev=5.29 total_energy_ev=-123508.444 lumo_energy_ev=1.282 fmax_ev_per_a=1.407
C -2.21 3.32 0.51 -1.178
C -0.93 3.12 -0.35 -0.292
P -0.94 1.53 -1.30 0.076
C -0.42 1.96 -3.04 -0.336
C -1.66 2.02 -3.98 -1.207
B 0.38 0.27 -0.50 0.308
C 0.52 -1.00 -1.56 -0.359
C 0.19 -2.36 -1.02 0.516
C 0.75 -2.84 0.16 0.663
C 0.48 -4.08 0.71 -1.046
C -0.39 -4.95 0.04 -1.124
C -0.93 -4.49 -1.16 -0.588
C -0.68 -3.23 -1.69 1.073
C -1.35 -2.87 -2.99 -1.994
C 1.81 1.09 -0.40 -1.387
C 3.02 0.25 0.03 1.741
C 3.99 -0.09 -1.12 -1.483
Cl 4.04 1.26 1.23 -0.293
O -0.14 -0.12 0.90 -0.935
N -1.46 -0.34 0.98 0.137
O -1.76 -0.83 2.03 -0.488
H -2.96 2.57 0.31 0.310
H -2.56 4.33 0.33 0.205
H -1.90 3.31 1.56 0.253
H -0.07 3.22 0.33 0.009
H -0.86 3.95 -1.05 0.677
H 0.31 1.25 -3.44 0.485
H 0.01 2.96 -3.05 0.327
H -1.60 1.24 -4.74 0.081
H -1.76 3.00 -4.45 0.165
H -2.56 1.82 -3.40 0.507
H 1.52 -1.07 -2.00 0.186
H -0.14 -0.79 -2.40 0.056
H 1.43 -2.19 0.69 -0.373
H 0.96 -4.32 1.65 0.446
H -0.62 -5.92 0.44 0.656
H -1.58 -5.16 -1.72 0.375
H -1.90 -3.72 -3.37 0.477
H -2.06 -2.06 -2.81 0.321
H -0.65 -2.50 -3.74 0.356
H 1.72 1.92 0.29 0.438
H 2.01 1.51 -1.39 0.357
H 2.76 -0.64 0.60 -0.689
H 3.47 0.10 -2.06 0.290
H 4.20 -1.16 -1.12 0.286
H 4.90 0.49 -1.05 0.464
C -4.96 1.71 2.44 -0.530
C -6.25 2.21 2.00 0.382
N -7.27 2.61 1.66 -0.535
H -4.34 2.52 2.83 0.141
H -5.07 0.97 3.23 0.382
H -4.42 1.25 1.62 0.177
C 1.83 -3.00 4.42 -0.574
C 1.71 -4.45 4.26 0.384
N 1.56 -5.57 4.07 -0.620
H 0.86 -2.54 4.47 0.113
H 2.37 -2.75 5.34 0.453
H 2.38 -2.57 3.58 0.221
C 0.14 4.46 -6.59 -0.227
C 0.83 4.77 -5.35 0.206
N 1.40 5.02 -4.38 -0.473
H 0.74 4.74 -7.45 0.431
H -0.10 3.40 -6.68 -0.102
H -0.80 5.01 -6.65 0.186
C 4.18 -5.77 6.93 -0.377
C 3.59 -4.83 7.87 0.417
N 3.12 -4.09 8.61 -0.457
H 3.42 -6.20 6.28 0.057
H 4.92 -5.29 6.29 0.042
H 4.68 -6.59 7.45 0.300
C 1.15 6.41 1.57 -0.922
C -0.06 5.92 2.22 0.339
N -1.00 5.50 2.71 -0.275
H 1.38 7.42 1.90 0.344
H 2.00 5.77 1.82 0.270
H 1.03 6.41 0.49 0.274
C 3.00 -5.57 -1.85 -0.555
C 3.87 -4.95 -0.86 0.411
N 4.53 -4.45 -0.07 -0.419
H 2.04 -5.06 -1.90 0.019
H 3.45 -5.54 -2.84 0.305
H 2.81 -6.61 -1.61 0.299
C -1.79 -5.03 3.46 -0.131
C -2.98 -5.60 4.07 0.131
N -3.92 -6.05 4.55 -0.429
H -1.63 -4.01 3.80 0.201
H -0.90 -5.61 3.71 0.167
H -1.87 -5.00 2.37 0.053
C -3.25 5.83 5.22 -0.598
C -3.46 5.40 6.59 0.353
N -3.63 5.07 7.68 -0.461
H -2.32 5.44 4.81 0.224
H -4.06 5.49 4.57 0.217
H -3.21 6.92 5.15 0.266
C -2.15 5.42 10.71 -0.520
C -0.79 5.24 11.18 0.299
N 0.29 5.11 11.56 -0.364
H -2.58 6.34 11.11 0.247
H -2.19 5.48 9.62 0.082
H -2.78 4.60 11.02 0.262
C -1.42 6.30 -9.95 -0.856
C -2.02 5.35 -9.02 0.463
N -2.48 4.61 -8.28 -0.445
H -0.66 6.90 -9.45 0.284
H -0.95 5.78 -10.78 0.269
H -2.17 6.97 -10.35 0.323
C -5.72 -3.94 -3.49 -0.780
C -4.92 -4.81 -4.34 0.372
N -4.28 -5.49 -5.01 -0.409
H -5.33 -3.94 -2.47 0.255
H -5.69 -2.92 -3.86 0.260
H -6.75 -4.27 -3.46 0.315
C 7.93 -2.88 -0.70 -0.843
C 7.35 -3.00 -2.03 0.329
N 6.89 -3.10 -3.07 -0.339
H 7.40 -2.13 -0.11 0.262
H 7.87 -3.82 -0.17 0.230
H 8.98 -2.58 -0.77 0.340
C 6.50 -1.99 -6.11 -0.665
C 5.92 -2.11 -7.45 0.324
N 5.49 -2.22 -8.50 -0.439
H 5.97 -1.24 -5.52 0.323
H 6.45 -2.93 -5.57 0.198
H 7.54 -1.69 -6.16 0.289
C -1.20 0.92 -8.98 -0.789
C -0.43 1.16 -7.77 0.502
N 0.16 1.33 -6.80 -0.527
H -0.62 1.16 -9.87 0.310
H -1.50 -0.12 -9.05 0.356
H -2.10 1.54 -8.99 0.097
C -5.45 6.84 0.05 -0.797
C -4.63 6.04 -0.84 0.438
N -3.96 5.40 -1.53 -0.366
H -5.07 6.80 1.07 0.197
H -5.47 7.88 -0.27 0.300
H -6.48 6.47 0.05 0.271
C 1.05 0.94 3.30 0.786
C 0.90 0.20 4.54 0.208
N 0.77 -0.38 5.52 -0.587
H 2.06 0.87 2.91 -0.040
H 0.36 0.56 2.51 -0.415
H 0.83 2.00 3.46 0.400
C 8.09 -5.40 -7.34 -0.728
C 8.92 -4.79 -6.31 0.352
N 9.56 -4.30 -5.50 -0.384
H 7.12 -4.91 -7.40 0.221
H 8.57 -5.32 -8.32 0.260
H 7.92 -6.45 -7.13 0.274
C -9.27 2.53 4.70 -0.725
C -7.91 2.31 5.18 0.334
N -6.84 2.14 5.55 -0.372
H -9.68 3.45 5.11 0.253
H -9.27 2.61 3.61 0.253
H -9.92 1.71 4.98 0.261
C 1.62 -8.81 7.27 -0.814
C 2.96 -8.87 7.83 0.456
N 4.02 -8.89 8.26 -0.463
H 1.19 -7.81 7.39 0.263
H 1.63 -9.04 6.21 0.271
H 0.96 -9.52 7.77 0.320
C 8.92 -5.79 3.76 -0.786
C 7.77 -5.05 4.25 0.328
N 6.85 -4.48 4.63 -0.368
H 9.59 -6.05 4.58 0.294
H 8.62 -6.71 3.26 0.258
H 9.48 -5.19 3.04 0.251
C -4.91 0.75 -10.22 -0.816
C -4.01 -0.13 -10.95 0.389
N -3.28 -0.81 -11.52 -0.399
H -4.67 0.76 -9.16 0.284
H -4.86 1.77 -10.59 0.262
H -5.94 0.40 -10.32 0.312
C -5.53 8.81 7.92 -0.775
C -6.10 8.72 6.59 0.331
N -6.55 8.65 5.53 -0.381
H -6.03 9.58 8.50 0.315
H -5.63 7.86 8.46 0.256
H -4.47 9.05 7.88 0.254

Q: Which value of charge does entry 1 give?
A: +1